C7H13O as an isolated structure. Source: the Open Molecules 2025 dataset; level of theory: wB97M-V/def2-TZVPD.

XYZ file:
```
21
Properties=species:S:1:pos:R:3:forces:R:3
C 0.048 0.098 0.394 -0.7 -0.8 1.5
H -2.557 5.409 -0.156 0.7 -0.8 -0.3
H 2.702 -2.644 -0.642 -1.2 -0.6 0.5
H 0.778 -3.260 -0.286 0.5 -1.9 -0.2
H -1.476 2.678 -1.256 -0.4 0.0 -0.9
C 0.741 -1.917 1.653 -0.4 -0.9 1.4
H 0.672 1.316 -1.300 -1.2 0.0 0.9
H -0.906 0.492 -1.703 1.6 -0.2 2.1
H 1.665 -1.516 2.132 0.1 -1.3 -0.6
H -0.199 0.730 1.419 1.1 -1.8 -2.5
H 0.597 -3.070 1.460 0.8 2.1 1.2
C 1.638 -2.878 -0.991 2.7 1.2 -0.6
O -0.558 3.004 0.532 -1.0 -1.5 -1.2
C -1.198 2.132 -0.365 0.1 1.6 3.3
C -0.270 0.940 -0.776 -1.7 0.5 -2.7
H -2.047 4.820 -0.250 -0.6 0.8 0.3
C 0.472 -1.219 0.370 -0.9 2.5 -0.2
H -2.367 1.778 0.141 2.7 0.0 -1.4
H 1.657 -3.268 -1.983 -0.1 -1.4 -0.3
C 0.577 -2.037 -0.831 -1.8 3.0 0.2
H 0.030 -1.588 2.440 -0.2 -0.4 -0.6
```
Forces are in eV/Å.

## Properties
Kohn-Sham gap, eV: 5.7786
Charge: -1
E, hartree: -349.47210
Highest occupied orbital energy, eV: -2.430
Strongest force on any atom, eV/A: 3.68
Energy above the lowest of the compared OMol25 structures with the same formula, charge and spin, kJ/mol: 655.6

Mulliken atomic charge list, values in e, 6 entries: -0.561 0.258 0.221 0.068 0.329 -1.311

---

C7H13O2P as an isolated structure. Source: the Open Molecules 2025 dataset; level of theory: wB97M-V/def2-TZVPD.

XYZ file:
```
23
Properties=species:S:1:pos:R:3:forces:R:3
O -1.393 -1.625 1.388 0.0 0.1 0.2
H -1.203 2.402 -0.709 -0.6 -1.3 1.2
H 2.503 1.443 1.140 -1.2 1.3 3.2
H -2.235 2.890 0.469 -1.2 0.9 1.0
H -3.596 1.255 -0.556 1.5 -1.3 -0.2
H 3.249 1.865 -0.397 -0.1 -1.0 0.0
H 2.172 -2.788 -0.748 -1.5 -0.2 1.2
C 2.401 -0.147 -0.121 1.3 0.7 -1.8
O -2.040 -0.253 -0.743 0.5 -0.3 -1.5
C -1.720 2.001 0.251 1.0 -1.0 -2.5
C 1.592 -1.140 0.503 -2.6 0.5 0.6
C 1.314 -2.449 -0.058 0.7 -3.1 0.0
P -1.387 -1.552 -0.085 0.6 0.1 1.1
H 2.818 -0.558 -1.038 0.0 0.4 -0.5
H 0.382 -1.221 -1.640 1.0 1.6 -3.2
H 0.793 -3.218 0.698 1.9 1.5 -1.7
H -3.165 0.303 0.904 1.3 1.2 -1.5
H 1.213 -0.909 1.496 -0.4 -0.1 -0.2
C 0.247 -1.740 -0.796 -0.7 0.5 4.4
H -2.221 -2.530 -0.573 -0.2 -0.5 -0.6
H -0.927 1.822 0.973 -0.1 -0.2 0.1
C 2.698 1.127 0.208 0.8 -1.6 -2.4
C -2.676 0.772 -0.063 -1.8 2.1 3.1
```
Forces are in eV/Å.

## Properties
Kohn-Sham gap, eV: 8.3919
E, hartree: -766.25581
Highest occupied orbital energy, eV: -8.305
Strongest force on any atom, eV/A: 4.49
Energy above the lowest of the compared OMol25 structures with the same formula, charge and spin, kJ/mol: 410.4

Mulliken atomic charge list, values in e, 6 entries: -0.677 0.242 0.317 0.445 0.286 0.238

---

A 2-piece molecular cluster, C7H14 overall. Source: the Open Molecules 2025 dataset; level of theory: wB97M-V/def2-TZVPD.

XYZ file:
```
21
Properties=species:S:1:pos:R:3:forces:R:3
H 0.241 2.611 0.026 0.0 0.1 0.0
H 0.391 -2.405 0.762 0.3 -0.5 -0.1
H 2.249 -0.577 0.083 -0.1 0.1 0.0
C 0.231 0.430 1.734 0.0 0.0 0.1
H 0.580 -2.649 0.080 0.0 -0.1 0.6
C -1.917 -1.053 -0.608 -0.4 0.1 0.1
H 1.841 0.385 -1.350 0.0 0.0 0.1
H -2.330 -1.892 -0.026 0.4 0.2 -0.2
C 0.322 0.450 0.204 0.0 0.0 0.0
H 0.751 1.307 2.141 -0.1 -0.2 -0.1
C -0.507 -0.582 -0.464 -0.2 -0.2 -0.8
C -0.770 -1.210 -1.567 0.2 0.5 0.3
H -1.356 1.830 0.008 0.2 0.0 0.0
C -0.317 1.743 -0.329 0.0 0.3 0.0
C 1.778 0.352 -0.257 0.1 0.0 0.0
H -0.448 -1.416 -2.572 -0.1 -0.2 0.0
H 2.354 1.194 0.143 -0.1 -0.1 0.0
H 0.691 -0.464 2.170 -0.1 0.1 -0.1
H -2.652 -0.272 -0.819 -0.2 -0.2 0.0
H -0.812 0.476 2.065 0.1 0.0 -0.1
H -0.319 1.739 -1.424 0.1 0.1 0.2
```
Forces are in eV/Å.

## Properties
Kohn-Sham gap, eV: 9.7465
E, hartree: -274.98129
Highest occupied orbital energy, eV: -8.775
SMILES: CC(C)(C)C1=CC1.[H][H]
Strongest force on any atom, eV/A: 0.84
Energy above the lowest of the compared OMol25 structures with the same formula, charge and spin, kJ/mol: 354.3

Mulliken atomic charge list, values in e, 6 entries: 0.450 -0.065 0.341 -1.596 0.084 -0.636

---

A 2-piece molecular cluster, C7H14 overall. Source: the Open Molecules 2025 dataset; level of theory: wB97M-V/def2-TZVPD.

XYZ file:
```
21
Properties=species:S:1:pos:R:3:forces:R:3
C -1.762 0.029 -1.237 0.2 0.2 -0.7
H 0.742 0.569 -2.447 0.1 -0.1 0.2
H -0.771 -1.686 -1.638 0.5 -0.3 0.4
H -0.167 -2.157 0.133 0.2 -0.2 0.6
H -1.228 1.334 1.043 -0.1 -0.3 -0.3
C -1.111 0.419 1.614 0.5 0.3 0.7
C -0.630 -0.644 -1.386 -0.7 0.0 -1.0
H 0.237 -0.886 2.550 -0.1 -0.1 -0.4
H 2.106 1.396 -0.649 -0.2 -0.1 0.1
C 1.335 0.285 1.014 0.1 0.0 0.0
H -1.984 0.103 2.177 0.2 0.0 0.0
H 1.505 -0.780 -1.622 -0.1 0.1 0.1
C 0.736 -0.006 -1.509 0.0 0.0 0.0
H -0.089 -1.855 0.823 0.0 -0.7 -0.6
H -1.711 1.102 -1.355 -0.3 0.3 0.6
H 0.439 1.770 -0.288 0.0 -0.1 0.0
H 1.834 1.010 1.672 0.1 -0.1 -0.1
H -2.738 -0.445 -1.190 0.2 0.1 -0.1
C 1.149 0.937 -0.364 -0.1 0.1 0.0
C 0.082 -0.163 1.744 -0.2 1.0 0.6
H 2.040 -0.553 0.914 -0.2 0.1 0.0
```
Forces are in eV/Å.

## Properties
Kohn-Sham gap, eV: 9.8881
E, hartree: -274.99372
Highest occupied orbital energy, eV: -8.687
SMILES: C=CCCCC=C.[H][H]
Strongest force on any atom, eV/A: 1.26
Energy above the lowest of the compared OMol25 structures with the same formula, charge and spin, kJ/mol: 321.7

Mulliken atomic charge list, values in e, 6 entries: -1.137 0.310 0.612 0.171 0.231 -0.690